(1)
Density functional theory data (the ωB97M-V functional and the def2-TZVPD basis) for 15 unconnected molecules or ions with the total composition C30H90O15 at a distorted geometry.

```
135
Properties=species:S:1:pos:R:3:forces:R:3
C -33.709 18.860 -45.910 -1.200 -0.737 0.392
C -32.576 19.309 -45.001 -0.371 -0.268 -1.064
O -31.997 20.454 -45.574 0.313 1.089 0.069
H -33.407 18.543 -46.908 0.277 0.359 -0.076
H -34.514 19.593 -45.960 0.444 0.614 -0.332
H -34.311 18.024 -45.553 0.483 -0.504 0.470
H -31.770 18.575 -44.961 -0.308 -0.500 0.572
H -32.971 19.585 -44.023 0.303 -0.129 0.042
H -31.830 20.257 -46.499 0.061 0.077 -0.071
C -29.498 23.604 -38.415 0.275 -0.866 0.335
C -29.506 25.070 -38.119 -1.418 -0.605 2.110
O -28.942 25.799 -39.096 1.406 1.505 -2.631
H -28.504 23.166 -38.335 0.186 0.172 -0.125
H -29.893 23.318 -39.391 -0.131 0.342 -0.023
H -30.084 23.096 -37.648 -0.162 -0.039 -0.023
H -29.008 25.287 -37.174 0.230 -0.374 0.430
H -30.529 25.404 -37.947 -0.468 -0.133 -0.040
H -29.154 26.728 -38.976 0.089 -0.010 -0.043
C -30.571 8.903 -34.471 -0.355 0.417 -0.042
C -30.908 7.442 -34.506 -0.591 -0.162 -0.097
O -29.905 6.827 -35.242 1.352 -1.156 -0.439
H -30.479 9.345 -35.463 -0.272 -0.265 -0.206
H -29.573 9.021 -34.048 -0.160 0.011 0.406
H -31.327 9.470 -33.929 0.208 0.086 0.185
H -31.811 7.106 -35.016 -0.825 1.006 0.132
H -30.967 6.976 -33.522 0.079 0.378 0.493
H -30.121 5.897 -35.141 0.568 -0.313 -0.436
C -20.107 19.694 -38.516 0.022 -0.954 0.399
C -19.276 20.231 -39.652 -1.206 1.199 -0.092
O -18.008 19.683 -39.678 1.170 -0.796 0.271
H -21.030 20.251 -38.359 0.092 0.103 -0.183
H -19.555 19.678 -37.577 0.179 0.401 -0.002
H -20.372 18.645 -38.652 -0.114 -0.060 -0.295
H -19.229 21.311 -39.510 0.172 0.348 0.008
H -19.766 20.097 -40.616 -0.312 -0.231 -0.101
H -17.501 20.089 -40.385 -0.005 -0.014 -0.004
C -32.486 10.189 -40.515 0.006 -0.261 0.393
C -33.273 11.447 -40.140 -0.296 -0.055 -0.535
O -33.340 12.377 -41.244 0.380 -0.169 0.523
H -32.727 9.859 -41.525 0.235 0.240 -0.122
H -32.676 9.312 -39.895 -0.498 0.151 0.357
H -31.415 10.330 -40.365 0.048 0.290 -0.560
H -32.821 11.946 -39.283 0.056 0.160 -0.184
H -34.314 11.253 -39.881 0.034 -0.453 0.304
H -34.055 12.058 -41.799 0.047 0.103 -0.172
C -35.463 20.350 -37.929 -0.066 -0.697 -1.136
C -35.923 21.674 -37.381 0.279 -0.607 0.194
O -35.274 21.859 -36.161 0.519 0.784 1.351
H -35.564 19.521 -37.229 -0.247 0.193 0.375
H -34.412 20.335 -38.219 0.024 0.326 -0.001
H -36.048 20.051 -38.798 -0.008 0.046 -0.217
H -37.002 21.671 -37.227 -0.212 0.185 -0.282
H -35.608 22.530 -37.978 -0.273 -0.171 -0.292
H -35.570 21.195 -35.534 -0.010 -0.058 0.007
C -26.993 16.566 -38.939 -0.556 -0.134 -0.110
C -28.401 16.134 -39.374 0.365 0.715 2.458
O -28.323 15.254 -40.397 0.151 -1.438 -2.663
H -27.052 17.234 -38.080 0.030 0.165 -0.138
H -26.455 17.033 -39.765 -0.099 0.189 0.043
H -26.401 15.705 -38.629 -0.147 -0.141 -0.050
H -29.076 16.961 -39.599 0.202 0.496 -0.058
H -28.877 15.558 -38.581 -0.044 0.468 0.907
H -29.228 14.980 -40.562 0.085 -0.325 -0.400
C -25.556 22.276 -33.241 0.269 -0.764 0.081
C -24.349 23.217 -33.275 -1.575 -0.592 0.608
O -24.353 24.002 -32.058 0.074 -0.224 -1.157
H -26.532 22.747 -33.119 0.258 0.403 0.185
H -25.448 21.495 -32.488 -0.042 0.116 0.197
H -25.614 21.748 -34.192 0.125 -0.044 -0.155
H -24.548 23.752 -34.203 0.679 0.852 0.179
H -23.439 22.622 -33.348 0.126 0.144 -0.091
H -23.807 24.773 -32.228 0.085 0.106 0.151
C -24.748 22.788 -44.762 0.024 -0.665 -0.197
C -25.812 23.037 -43.727 0.853 0.540 -0.089
O -25.121 23.742 -42.680 -1.077 0.181 -0.115
H -24.253 23.698 -45.104 -0.289 0.190 0.199
H -25.159 22.291 -45.641 0.124 -0.237 0.018
H -23.978 22.182 -44.284 0.070 -0.208 -0.278
H -26.263 22.144 -43.294 0.075 -0.294 -0.302
H -26.607 23.646 -44.157 -0.145 0.157 0.086
H -25.845 24.245 -42.301 0.356 0.336 0.693
C -31.372 17.195 -32.699 0.946 0.629 0.397
C -31.784 15.764 -32.777 -0.440 -0.192 -0.734
O -32.951 15.616 -32.003 -0.674 -0.073 0.511
H -30.485 17.376 -33.305 0.043 -0.028 -0.125
H -31.090 17.459 -31.679 -0.112 0.037 0.102
H -32.146 17.892 -33.021 -0.132 -0.250 -0.039
H -31.029 15.051 -32.447 0.300 0.171 0.138
H -31.983 15.545 -33.826 -0.124 -0.229 -0.184
H -33.555 14.971 -32.377 0.194 -0.065 -0.070
C -24.438 8.871 -37.334 -0.676 0.518 -0.197
C -23.941 7.607 -36.735 -0.394 -0.345 -0.038
O -22.528 7.623 -36.657 0.164 -0.373 0.576
H -23.997 9.721 -36.814 0.219 0.116 -0.450
H -25.518 8.987 -37.239 -0.136 -0.192 0.047
H -24.239 8.798 -38.404 0.258 0.733 -0.060
H -24.320 6.794 -37.354 0.196 -0.432 0.025
H -24.378 7.460 -35.747 0.525 -0.037 0.220
H -22.145 7.631 -37.537 -0.160 0.014 -0.120
C -32.010 11.076 -47.819 -0.023 -0.115 0.400
C -31.323 10.666 -49.119 -0.976 1.062 0.863
O -30.903 9.327 -49.045 0.175 0.044 -0.218
H -32.579 11.997 -47.948 0.232 0.183 -0.111
H -31.296 11.212 -47.007 0.094 0.081 -0.049
H -32.742 10.360 -47.444 0.057 -0.343 -0.341
H -30.511 11.377 -49.275 0.402 -0.163 -0.100
H -32.045 10.869 -49.909 -0.044 -0.447 -0.428
H -30.335 9.187 -49.806 0.083 -0.302 -0.015
C -24.307 14.814 -30.375 0.281 -0.014 0.155
C -24.458 14.856 -31.873 -1.263 -0.727 -0.346
O -23.809 15.931 -32.484 0.881 0.009 0.155
H -24.538 13.808 -30.023 -0.599 0.178 0.260
H -24.866 15.623 -29.905 -0.186 -0.322 0.195
H -23.269 14.937 -30.065 0.247 0.196 -0.250
H -25.494 14.923 -32.205 -0.226 -0.078 0.386
H -24.085 13.927 -32.304 0.079 -0.301 -0.038
H -22.921 15.598 -32.335 0.797 1.061 -0.529
C -25.358 16.566 -48.101 0.125 0.689 -0.118
C -26.421 16.496 -47.021 0.783 0.668 -0.790
O -25.814 15.816 -45.926 -0.648 -0.101 -0.259
H -25.053 15.578 -48.447 0.184 0.139 0.122
H -24.539 17.172 -47.715 0.450 -0.595 0.246
H -25.640 17.183 -48.954 -0.606 -0.285 -0.186
H -27.333 16.079 -47.448 -0.101 -0.637 0.442
H -26.658 17.531 -46.775 -0.161 0.122 0.414
H -26.497 15.564 -45.301 -0.026 0.002 0.139
C -18.909 13.324 -36.370 -0.374 -1.133 0.149
C -18.754 13.020 -34.866 0.617 1.694 -0.789
O -18.786 14.308 -34.231 -0.167 -0.233 0.700
H -19.811 13.907 -36.560 -0.009 -0.074 0.097
H -18.956 12.402 -36.948 -0.138 -0.092 -0.113
H -18.061 13.873 -36.779 0.135 0.119 0.322
H -17.772 12.584 -34.683 -0.032 -0.417 0.041
H -19.521 12.418 -34.380 -0.071 0.039 -0.413
H -18.065 14.821 -34.604 0.021 0.096 0.014
```
Positions in Å, forces in eV/Å.

Results
strongest force on any atom = 3.34 eV Å⁻¹
relative energy (zero: lowest compared OMol25 entry of this formula, charge and spin) = 197.0 kcal per mole
total charge = 0
gap between HOMO and LUMO = 10.174 eV
highest occupied orbital energy = -10.0 eV
E_LUMO = 0.0063 Eh

(2)
Density functional theory data (the ωB97M-V functional and the def2-TZVPD basis) for 10 unconnected molecules or ions with the total composition C30H90O40P10 at a distorted geometry.

```
170
Properties=species:S:1:pos:R:3:forces:R:3
C -6.958 3.291 2.807 0.031 -1.302 -0.388
O -6.370 4.032 3.874 -0.871 0.229 -0.100
P -5.259 5.115 3.582 0.475 -0.623 0.230
O -5.455 5.921 2.388 -0.264 0.282 -0.710
O -5.161 5.872 4.940 0.245 -0.243 0.509
C -6.336 6.431 5.507 0.020 0.349 0.891
O -3.910 4.285 3.646 -0.015 0.118 -0.365
C -3.479 3.720 2.412 0.614 -0.335 -1.352
H -6.880 3.737 1.818 0.217 0.382 0.200
H -8.008 3.060 2.991 0.037 0.408 0.394
H -6.448 2.322 2.756 -0.003 0.173 -0.093
H -7.234 5.948 5.134 -0.116 0.295 -0.294
H -6.278 7.508 5.368 -0.461 0.026 -0.304
H -6.330 6.265 6.589 0.243 -0.165 -0.135
H -2.428 3.969 2.263 0.088 -0.145 0.283
H -3.986 4.080 1.508 -0.261 0.411 0.507
H -3.625 2.639 2.326 0.055 0.052 0.686
C -0.255 -1.367 0.998 0.811 -0.222 -0.165
O -0.412 -0.092 0.357 -0.209 0.118 0.233
P -0.817 0.023 -1.166 0.412 -0.097 0.652
O -1.509 -1.136 -1.709 -0.374 -0.475 -0.306
O 0.550 0.396 -1.854 0.110 -0.064 -0.714
C 1.584 -0.590 -1.955 0.708 0.136 0.580
O -1.619 1.360 -1.256 0.257 0.424 -0.288
C -0.989 2.597 -0.873 -0.435 0.501 0.360
H -0.034 -2.143 0.259 -0.398 -0.025 0.018
H -1.148 -1.593 1.565 -0.129 -0.143 0.011
H 0.633 -1.311 1.627 -0.164 0.216 0.194
H 1.258 -1.630 -1.876 -0.501 0.168 -0.221
H 2.297 -0.431 -1.139 -0.104 0.111 -0.210
H 2.091 -0.434 -2.901 -0.040 -0.077 -0.049
H -0.047 2.457 -0.347 -0.047 -0.242 0.082
H -1.712 3.097 -0.229 0.151 0.041 0.036
H -0.796 3.244 -1.728 -0.126 -0.320 -0.239
C 3.484 1.108 1.286 0.274 -0.019 -0.555
O 3.516 -0.344 1.105 -0.388 0.809 -0.018
P 4.810 -1.080 0.596 -0.042 1.035 0.528
O 6.061 -0.583 1.160 0.301 -0.480 -0.012
O 4.470 -2.587 0.874 0.053 -0.102 -0.075
C 3.169 -3.084 0.530 0.038 -0.948 0.021
O 4.686 -0.890 -0.973 -0.547 0.139 -0.269
C 5.756 -1.250 -1.817 0.708 -0.300 -0.618
H 2.915 1.326 2.184 0.025 -0.142 0.068
H 3.023 1.599 0.414 -0.089 -0.463 0.206
H 4.492 1.530 1.358 -0.087 -0.353 0.239
H 2.652 -3.324 1.452 -0.251 0.266 -0.018
H 3.286 -4.029 -0.003 0.249 0.093 -0.009
H 2.595 -2.426 -0.115 0.046 0.285 0.194
H 5.526 -2.162 -2.375 -0.107 -0.052 0.236
H 6.672 -1.395 -1.244 0.022 0.030 -0.040
H 5.925 -0.472 -2.561 -0.086 0.188 0.181
C 0.089 1.568 3.725 -0.322 -1.006 0.193
O 0.135 2.692 4.597 -0.406 0.203 -0.234
P 1.459 2.981 5.414 -0.224 0.152 -0.532
O 2.683 2.775 4.657 0.445 -0.110 -0.151
O 1.238 4.420 5.959 -0.164 0.329 0.592
C 0.178 4.704 6.891 -0.487 0.614 -0.285
O 1.272 2.104 6.708 0.163 -0.151 0.787
C 1.541 0.721 6.588 0.989 -0.618 -0.230
H 0.900 0.856 3.911 0.151 0.346 -0.345
H 0.060 1.885 2.691 0.202 0.106 -0.192
H -0.824 0.990 3.923 -0.061 0.381 0.022
H -0.094 3.861 7.520 0.207 -0.159 -0.103
H -0.698 5.032 6.324 0.079 -0.145 0.057
H 0.492 5.534 7.519 0.209 -0.056 -0.043
H 1.763 0.308 7.569 -0.422 0.064 0.136
H 2.454 0.564 5.998 -0.191 0.067 -0.070
H 0.727 0.203 6.088 -0.117 -0.053 0.234
C -1.268 -0.196 -4.815 -0.936 -0.169 0.211
O -0.030 0.169 -5.409 0.085 0.060 0.620
P 0.111 0.317 -6.955 0.312 -0.119 -0.049
O -0.236 -0.849 -7.761 -0.148 -0.165 -0.293
O -0.730 1.625 -7.239 -0.120 0.054 0.093
C -0.477 2.390 -8.402 -0.270 0.798 -0.631
O 1.616 0.786 -7.049 0.398 -0.304 -0.703
C 2.519 0.092 -7.954 0.306 -0.229 0.646
H -1.162 -1.115 -4.248 0.201 -0.037 -0.006
H -2.064 -0.341 -5.553 0.208 -0.002 -0.105
H -1.603 0.579 -4.124 0.258 0.105 -0.058
H -1.428 2.765 -8.784 -0.019 -0.095 0.155
H -0.009 1.854 -9.231 0.084 -0.313 0.288
H 0.135 3.257 -8.145 0.088 -0.136 0.038
H 2.858 0.799 -8.706 -0.021 -0.030 -0.050
H 2.071 -0.798 -8.393 -0.363 0.280 -0.129
H 3.364 -0.269 -7.363 0.006 0.362 -0.017
C -4.197 -0.783 2.353 0.238 0.078 -0.402
O -3.387 -1.913 1.912 -0.376 0.884 0.400
P -4.060 -3.339 1.730 1.262 0.198 0.315
O -5.479 -3.302 1.489 -1.323 -0.101 -0.001
O -3.149 -3.956 0.604 0.273 -0.221 -0.190
C -3.361 -3.418 -0.697 -0.349 0.217 -1.128
O -3.587 -4.138 2.994 0.289 -0.623 0.362
C -2.212 -4.533 3.173 -0.136 -0.500 0.691
H -5.240 -1.061 2.491 0.039 -0.143 -0.132
H -4.116 -0.024 1.573 -0.124 -0.002 0.086
H -3.815 -0.374 3.288 0.213 -0.234 -0.021
H -3.612 -2.356 -0.672 0.131 -0.062 0.140
H -4.169 -3.943 -1.211 -0.033 -0.085 0.260
H -2.467 -3.518 -1.308 0.167 -0.036 0.325
H -1.955 -4.422 4.231 -0.195 0.391 -0.172
H -1.527 -3.955 2.557 -0.002 -0.068 -0.061
H -2.106 -5.612 3.016 -0.112 0.240 -0.563
C -5.019 0.696 -2.852 0.700 0.246 -0.727
O -5.915 1.666 -2.300 -0.168 0.165 -0.611
P -5.425 2.765 -1.294 -0.652 0.087 0.316
O -5.375 2.335 0.100 0.662 -0.011 0.295
O -4.059 3.297 -1.875 0.539 0.184 0.598
C -3.938 3.929 -3.136 -0.068 0.345 -0.687
O -6.455 3.935 -1.553 -0.086 0.502 -0.082
C -6.275 5.162 -0.795 0.095 0.284 0.204
H -5.380 -0.281 -2.562 0.181 -0.182 0.058
H -3.966 0.869 -2.590 -0.342 -0.182 0.651
H -4.977 0.786 -3.948 -0.645 -0.029 0.237
H -4.895 4.092 -3.642 -0.028 -0.402 0.143
H -3.281 3.311 -3.747 -0.051 0.084 -0.127
H -3.511 4.931 -3.042 0.197 -0.211 0.352
H -6.517 6.013 -1.433 -0.059 -0.292 -0.154
H -5.251 5.307 -0.429 -0.101 -0.299 -0.165
H -6.921 5.202 0.083 -0.030 -0.299 -0.167
C 4.279 -2.347 4.933 0.911 -0.562 0.345
O 3.034 -3.083 5.015 0.753 0.487 0.321
P 1.763 -2.540 4.286 0.257 -0.625 0.397
O 1.927 -1.299 3.553 -0.220 0.602 -0.475
O 1.328 -3.759 3.395 -0.534 -0.399 -0.667
C 1.186 -5.073 3.946 0.670 -0.469 0.472
O 0.711 -2.544 5.458 -0.171 0.443 0.476
C -0.614 -2.080 5.186 -0.432 -0.635 -0.705
H 5.018 -2.995 4.448 -0.295 0.163 -0.156
H 4.670 -2.176 5.940 -0.419 0.047 -0.024
H 4.210 -1.402 4.401 -0.329 -0.081 -0.090
H 0.748 -5.734 3.206 -0.326 0.231 -0.088
H 0.618 -5.078 4.881 -0.197 0.191 -0.246
H 2.169 -5.495 4.192 -0.056 0.287 -0.113
H -0.791 -1.087 5.582 0.056 -0.005 0.293
H -1.283 -2.833 5.597 -0.129 0.333 0.324
H -0.837 -2.057 4.110 0.254 0.094 0.107
C 4.017 4.252 -6.918 0.052 0.890 0.044
O 5.189 3.445 -6.846 0.063 -0.235 -0.268
P 5.543 2.634 -5.532 -0.517 0.320 0.461
O 5.617 3.458 -4.330 0.021 0.193 0.187
O 4.482 1.467 -5.443 0.321 -0.393 -0.067
C 3.399 1.590 -4.558 -2.253 0.422 0.522
O 6.820 1.840 -5.958 -0.251 -0.341 0.081
C 7.840 2.537 -6.633 1.147 0.377 -0.752
H 3.543 4.061 -7.877 -0.136 -0.126 0.057
H 4.299 5.309 -6.876 0.137 -0.184 -0.111
H 3.323 4.119 -6.089 0.027 -0.417 -0.040
H 2.624 2.278 -4.937 0.465 0.070 -0.162
H 3.612 1.940 -3.547 0.691 -0.148 -0.129
H 2.818 0.668 -4.498 0.658 -0.276 -0.165
H 8.813 2.341 -6.184 -0.158 -0.198 0.267
H 7.705 3.617 -6.636 -0.182 -0.011 0.061
H 7.888 2.188 -7.665 -0.124 0.044 -0.015
C 3.209 -7.021 -1.322 0.512 0.803 0.077
O 1.967 -7.344 -0.696 0.438 -0.637 0.014
P 1.530 -6.827 0.747 -0.242 -0.080 -1.091
O 0.509 -7.671 1.344 -0.460 -0.359 0.209
O 1.089 -5.341 0.424 0.926 0.047 0.782
C 0.096 -5.172 -0.579 -1.132 0.208 0.211
O 2.834 -6.675 1.603 0.540 0.321 -0.054
C 3.311 -7.847 2.314 -0.358 0.166 0.000
H 3.912 -7.857 -1.329 -0.399 -0.192 0.050
H 3.735 -6.193 -0.820 -0.316 -0.182 0.033
H 3.026 -6.691 -2.346 -0.169 -0.217 0.068
H 0.491 -4.594 -1.409 0.141 -0.057 -0.093
H -0.731 -4.636 -0.111 0.071 0.179 -0.107
H -0.331 -6.118 -0.908 0.250 -0.081 -0.186
H 2.935 -7.776 3.331 0.132 -0.120 0.079
H 4.393 -7.840 2.283 0.104 0.185 0.043
H 2.947 -8.768 1.863 -0.092 0.042 -0.061
```
Positions in Å, forces in eV/Å.

Results
strongest force on any atom = 2.35 eV Å⁻¹
relative energy (zero: lowest compared OMol25 entry of this formula, charge and spin) = 25.0 kcal per mole
total charge = 0
gap between HOMO and LUMO = 10.699 eV
SMILES string = COP(=O)(OC)OC.COP(=O)(OC)OC.COP(=O)(OC)OC.COP(=O)(OC)OC.COP(=O)(OC)OC.COP(=O)(OC)OC.COP(=O)(OC)OC.COP(=O)(OC)OC.COP(=O)(OC)OC.COP(=O)(OC)OC
highest occupied orbital energy = -10.4 eV
E_LUMO = 0.0102 Eh

Among the records above, which one has the lowest gap between HOMO and LUMO? C30H90O15